A gas-phase ion, C3H8N3O (charge +1). Source: OMol25; level of theory: ωB97M-V/def2-TZVPD.

HOMO level: -14.456 eV
Gap between HOMO and LUMO: 10.7 eV
M: 102.1 g mol⁻¹
Net charge: +1

XYZ file:
```
15
C3H8N3O, DFT ωB97M-V/def2-TZVPD
C -2.12 0.43 0.75
C -0.43 -0.72 -0.25
C 1.96 0.08 -0.66
N -1.70 1.18 -0.47
N -0.83 0.66 -1.08
N 0.99 -0.47 0.28
O -1.23 -0.67 0.82
H -1.91 1.11 1.66
H -3.24 0.03 0.84
H -0.20 -1.56 -0.84
H 1.95 -0.33 -1.64
H 1.75 1.17 -0.84
H 3.02 0.19 -0.39
H 0.75 0.29 0.97
H 1.23 -1.38 0.83
```

These are the Löwdin partial charges, in e, on atoms 1 to 8: -0.129, -0.259, -0.037, 0.050, 0.121, 0.040, -0.042, 0.157

***

A gas-phase ion, C3H8N3O (charge +1). Source: OMol25; level of theory: ωB97M-V/def2-TZVPD.

HOMO level: -14.592 eV
Gap between HOMO and LUMO: 9.3 eV
M: 102.1 g mol⁻¹
Net charge: +1

XYZ file:
```
15
C3H8N3O, DFT ωB97M-V/def2-TZVPD
C -0.25 -0.24 0.14
C 2.17 -0.64 -0.03
C -1.04 2.04 -0.13
N -1.96 -1.73 0.46
N -1.50 -0.82 -0.18
N 0.83 -1.04 0.17
O -0.05 1.03 0.11
H 2.52 0.14 0.53
H 2.51 -0.48 -1.14
H 2.88 -1.31 0.26
H -1.48 2.10 -1.17
H -0.47 2.89 0.04
H -1.88 2.15 0.54
H -2.89 -2.08 0.19
H 0.61 -2.02 0.19
```

These are the Löwdin partial charges, in e, on atoms 1 to 8: -0.298, -0.035, 0.011, 0.172, 0.072, 0.110, 0.056, 0.073

***

A gas-phase ion, C3H8N3S (charge +1). Source: OMol25; level of theory: ωB97M-V/def2-TZVPD.

HOMO level: -13.013 eV
Gap between HOMO and LUMO: 8.3 eV
M: 118.2 g mol⁻¹
Net charge: +1

XYZ file:
```
15
C3H8N3S, DFT ωB97M-V/def2-TZVPD
C 1.19 0.93 0.31
C -1.34 0.28 0.96
C 0.46 -0.24 -0.20
N 0.86 1.47 1.40
N -0.01 -0.46 3.04
N 0.28 -0.02 -1.60
S -0.43 0.88 2.43
H 2.02 1.33 -0.32
H -1.75 0.95 0.31
H -1.68 -0.73 1.04
H 0.91 -1.26 -0.06
H 0.00 -0.34 4.03
H -0.73 -0.39 -1.60
H 0.80 -0.47 -2.42
H 0.22 1.03 -1.88
```

These are the Löwdin partial charges, in e, on atoms 1 to 8: -0.248, -0.073, -0.191, -0.147, -0.325, 0.114, 0.896, 0.145

***

A gas-phase ion, C3H8N3S (charge +1). Source: OMol25; level of theory: ωB97M-V/def2-TZVPD.

HOMO level (alpha / beta): -12.334 / -12.334 eV
Gap between HOMO and LUMO (alpha / beta): 7.3 / 7.3 eV
M: 118.2 g mol⁻¹
Net charge: +1

XYZ file:
```
15
C3H8N3S, DFT ωB97M-V/def2-TZVPD
C -0.91 0.70 -1.25
C 0.99 -0.82 0.76
C -0.54 -1.03 0.58
N 1.31 0.59 1.05
N -1.20 -0.40 -0.49
N 0.10 1.51 -1.19
S 2.23 1.13 2.15
H -1.54 0.77 -2.14
H 1.11 -1.54 1.63
H 1.44 -1.02 -0.16
H -0.65 -2.11 0.43
H -1.04 -0.86 1.52
H -2.07 -0.74 -0.63
H 0.10 2.26 -1.93
H 0.67 1.57 -0.32
```

These are the Löwdin partial charges, in e, on atoms 1 to 8: -0.097, -0.241, -0.175, -0.616, 0.071, 0.180, 0.828, 0.165

***

A gas-phase ion, C3H8N3S2 (charge +1). Source: OMol25; level of theory: ωB97M-V/def2-TZVPD.

HOMO level (alpha / beta): -13.508 / -13.516 eV
Gap between HOMO and LUMO (alpha / beta): 7.3 / 7.3 eV
M: 150.3 g mol⁻¹
Net charge: +1

XYZ file:
```
16
C3H8N3S2, DFT ωB97M-V/def2-TZVPD
C -1.10 -0.63 -0.08
C 1.87 1.06 -0.13
C 0.79 0.73 0.81
N -0.54 0.58 0.17
N -2.40 -0.95 -0.34
N -0.19 -1.64 -0.26
S -1.07 2.09 -0.22
S -3.88 -0.54 0.27
H 2.19 0.31 -0.88
H 1.64 2.02 -0.79
H 2.95 1.29 0.36
H 1.16 -0.04 1.38
H 0.75 1.55 1.62
H -2.41 -1.78 -0.92
H 0.76 -1.53 -0.57
H -0.52 -2.52 -0.40
```

These are the Löwdin partial charges, in e, on atoms 1 to 8: -0.398, -0.140, -0.352, -0.469, -0.415, 0.236, 0.881, 0.792

***

A gas-phase ion, C3H8N3S2 (charge +1). Source: OMol25; level of theory: ωB97M-V/def2-TZVPD.

HOMO level: -12.919 eV
Gap between HOMO and LUMO: 7.9 eV
M: 150.3 g mol⁻¹
Net charge: +1

XYZ file:
```
16
C3H8N3S2, DFT ωB97M-V/def2-TZVPD
C 1.69 -0.51 0.08
C 0.36 1.97 0.18
C -1.28 -1.29 1.05
N 0.60 -0.95 -0.53
N -0.65 -0.54 -0.10
N 0.08 1.92 -1.14
S 3.20 -0.91 -0.21
S 1.32 0.96 1.10
H 0.13 2.70 0.87
H -1.87 -2.14 0.71
H -0.65 -1.69 1.72
H -1.98 -0.49 1.54
H 0.62 -1.92 -0.95
H 0.21 1.06 -1.63
H -0.59 2.53 -1.65
H -1.21 -0.69 -1.03
```

These are the Löwdin partial charges, in e, on atoms 1 to 8: -1.149, -0.386, -0.046, -0.155, -0.195, 0.154, 0.784, 1.082

***

2 unconnected molecules or ions with the total composition C3H8N4. Source: OMol25; level of theory: ωB97M-V/def2-TZVPD.

HOMO level (alpha / beta): -7.648 / -7.398 eV
Gap between HOMO and LUMO (alpha / beta): 8.0 / 7.1 eV
M: 100.1 g mol⁻¹
Net charge: 0

XYZ file:
```
15
C3H8N4, DFT ωB97M-V/def2-TZVPD
N 0.48 1.30 0.19
C 0.40 -0.86 0.84
N 1.24 1.06 -0.90
N -2.37 0.43 -0.55
C -0.83 -0.21 0.95
C 1.33 -1.72 0.50
N -1.62 -0.60 -0.05
H 1.06 1.60 0.97
H 1.99 0.37 -0.77
H 0.67 0.79 -1.69
H -2.78 0.21 -1.45
H -1.91 1.34 -0.52
H -1.14 0.49 1.73
H 1.15 -2.52 -0.21
H 2.32 -1.69 0.96
```

These are the Löwdin partial charges, in e, on atoms 1 to 8: -0.058, -0.109, -0.036, -0.004, -0.290, -0.056, -0.045, 0.072

***

2 unconnected molecules or ions with the total composition C3H8N4. Source: OMol25; level of theory: ωB97M-V/def2-TZVPD.

HOMO level: -8.633 eV
Gap between HOMO and LUMO: 9.2 eV
M: 100.1 g mol⁻¹
Net charge: 0

XYZ file:
```
15
C3H8N4, DFT ωB97M-V/def2-TZVPD
C 0.38 -0.64 0.93
C 1.39 -0.07 0.27
C 2.03 -0.69 -0.97
N -3.57 -1.10 -0.17
N -2.88 -0.20 -0.20
N -1.84 0.40 -0.31
N -1.59 1.75 0.06
H -0.15 -1.40 0.54
H 0.11 -0.50 1.90
H 1.83 0.74 0.94
H 1.79 -1.73 -1.06
H 3.09 -0.35 -0.99
H 1.73 -0.16 -1.86
H -1.69 1.95 1.04
H -0.65 2.00 -0.12
```

These are the Löwdin partial charges, in e, on atoms 1 to 8: -0.054, -0.224, -0.100, 0.162, -0.217, -0.056, 0.028, 0.013

***

2 unconnected molecules or ions with the total composition C3H8N4. Source: OMol25; level of theory: ωB97M-V/def2-TZVPD.

HOMO level (alpha / beta): -7.646 / -7.651 eV
Gap between HOMO and LUMO (alpha / beta): 7.3 / 7.3 eV
M: 100.1 g mol⁻¹
Net charge: 0

XYZ file:
```
15
C3H8N4, DFT ωB97M-V/def2-TZVPD
C -0.03 -1.15 0.65
C -1.15 0.63 -0.31
N -2.46 0.51 0.04
C 2.31 0.10 -0.65
N 1.10 -1.65 0.26
N 2.14 -1.25 -0.35
N 2.03 1.13 0.06
H -2.96 -0.33 -0.24
H -2.76 0.90 0.92
H 1.59 0.86 0.93
H -0.20 -0.04 0.88
H -0.89 -1.81 0.75
H 2.86 0.25 -1.58
H -0.68 1.58 -0.07
H -0.89 0.26 -1.29
```

These are the Löwdin partial charges, in e, on atoms 1 to 8: -0.138, -0.101, 0.039, -0.341, -0.092, -0.033, 0.067, 0.102

***

2 unconnected molecules or ions with the total composition C3H8N4. Source: OMol25; level of theory: ωB97M-V/def2-TZVPD.

HOMO level (alpha / beta): -6.690 / -8.009 eV
Gap between HOMO and LUMO (alpha / beta): 7.0 / 9.1 eV
M: 100.1 g mol⁻¹
Net charge: 0

XYZ file:
```
15
C3H8N4, DFT ωB97M-V/def2-TZVPD
C -0.96 0.60 -0.11
C -0.97 -0.72 0.70
C 0.33 0.34 -1.02
N 2.69 0.15 0.26
N 2.72 -0.97 0.61
N -0.25 -1.60 -0.21
N 0.52 -1.01 -1.13
H -1.74 0.62 -0.80
H -0.65 1.45 0.50
H -0.31 -0.62 1.61
H -1.98 -1.03 0.72
H 0.09 0.82 -1.99
H 1.17 0.84 -0.58
H 3.58 0.79 0.35
H 0.15 -2.56 0.13
```

These are the Löwdin partial charges, in e, on atoms 1 to 8: -0.123, -0.186, -0.314, -0.096, 0.070, -0.119, -0.047, 0.076

***

A single C3H8N4 molecule. Source: OMol25; level of theory: ωB97M-V/def2-TZVPD.

HOMO level: -8.613 eV
Gap between HOMO and LUMO: 9.5 eV
M: 100.1 g mol⁻¹
Net charge: 0

XYZ file:
```
15
C3H8N4, DFT ωB97M-V/def2-TZVPD
C -0.09 0.77 -0.60
C -0.57 -0.29 -0.05
C 1.16 -0.97 1.67
H -0.79 0.40 -2.70
H -0.66 2.11 -2.03
H 0.86 0.83 -0.85
H -0.40 1.75 0.05
H -1.98 -0.40 -1.48
H -0.63 -1.81 1.09
H 1.15 -1.62 2.50
H 2.66 -0.04 2.34
N -0.86 1.14 -1.91
N -1.71 -0.73 -0.52
N -0.05 -1.07 0.98
N 1.92 -0.07 1.50
```

These are the Löwdin partial charges, in e, on atoms 1 to 8: -0.221, -0.497, -0.345, 0.118, 0.038, 0.058, 0.203, 0.045

***

A molecular structure, C3H8N4. Source: OMol25; level of theory: ωB97M-V/def2-TZVPD.

HOMO level: -8.338 eV
Gap between HOMO and LUMO: 8.9 eV
M: 100.1 g mol⁻¹
Net charge: 0

XYZ file:
```
15
C3H8N4, DFT ωB97M-V/def2-TZVPD
C 0.01 -1.90 0.24
N 0.30 1.61 -0.41
C 0.76 0.38 -0.13
N 2.10 0.19 0.11
C -2.24 1.20 -0.10
N -1.36 1.03 -1.00
N -0.11 -0.57 -0.29
H 0.89 2.14 -1.04
H 2.57 0.95 0.57
H 2.38 -0.73 0.42
H -1.00 -2.29 0.42
H 0.49 -2.58 -0.48
H 0.55 -1.95 1.19
H -2.07 1.16 0.97
H -3.26 1.37 -0.47
```

These are the Löwdin partial charges, in e, on atoms 1 to 8: -0.141, 0.095, -0.595, 0.140, -0.129, 0.062, -0.041, 0.092

***

Result set for relative energy (zero: lowest compared OMol25 entry of this formula, charge and spin): 87.91, 82.65, 136.28, 38.48, 79.00, 68.83, 181.92, 129.12, 135.04, 127.95, 93.41, 107.42 kcal/mol, one per record in the order listed.